Here is a structure of composition C15H31AgN2O3SSi from OMol25. Energies are from ωB97M-V/def2-TZVPD.

Net charge: 0
HOMO energy (eV): -7.759
Frontier orbital gap (eV): 7.78
2S+1: 1
LUMO energy (eV): 0.0242
Relative energy (zero: lowest compared OMol25 entry of this formula, charge and spin) (eV): 0.3035
Energy (a.u.): -1760.22820

Atoms and positions in Å:
Ag 2.302 -1.030 2.196
C -1.380 -0.970 3.132
C -1.412 -1.219 1.630
C -2.454 -0.321 0.971
C -1.731 -2.687 1.366
O -0.085 -0.898 1.166
Si 0.516 -0.720 -0.387
S 2.592 -0.627 -0.167
O -0.058 -2.024 -1.194
C -0.149 -2.311 -2.602
C 1.048 -1.739 -3.355
C -0.162 -3.829 -2.711
C -1.453 -1.732 -3.141
O -0.150 0.569 -1.157
C 0.143 1.975 -1.170
C 1.238 2.241 -2.195
C -1.151 2.659 -1.589
C 0.575 2.461 0.210
H -2.326 -1.258 3.594
H -1.213 0.094 3.329
H -0.575 -1.550 3.593
H -3.448 -0.548 1.365
H -2.463 -0.473 -0.111
H -2.233 0.730 1.167
H -2.685 -2.947 1.832
H -0.948 -3.324 1.786
H -1.790 -2.885 0.297
H 1.979 -2.133 -2.945
H 1.073 -0.649 -3.269
H 0.982 -2.002 -4.414
H 0.774 -4.238 -2.324
H -0.283 -4.140 -3.752
H -0.987 -4.239 -2.122
H -1.448 -0.645 -3.049
H -2.300 -2.125 -2.571
H -1.584 -2.002 -4.192
H 0.909 1.924 -3.188
H 2.144 1.692 -1.930
H 1.469 3.310 -2.230
H -1.464 2.294 -2.570
H -1.012 3.742 -1.644
H -1.945 2.441 -0.870
H 1.511 1.980 0.505
H -0.191 2.218 0.952
H 0.722 3.544 0.202
N 1.222 1.697 3.911
C 1.413 3.022 3.770
C 2.671 3.186 3.245
C 3.167 1.879 3.102
N 2.284 0.980 3.518
H 0.411 1.225 4.265
H 0.654 3.737 4.045
H 3.164 4.111 2.993
H 4.118 1.556 2.708

Table of natural (NBO) atomic charges, one value per atom, all in e: atom 1 (Ag): 0.802, atom 2 (C): -0.609, atom 3 (C): 0.274, atom 4 (C): -0.634, atom 5 (C): -0.633, atom 6 (O): -0.990, atom 7 (Si): 2.172, atom 8 (S): -1.016, atom 9 (O): -0.967, atom 10 (C): 0.280, atom 11 (C): -0.643, atom 12 (C): -0.614, atom 13 (C): -0.631, atom 14 (O): -0.967, atom 15 (C): 0.278, atom 16 (C): -0.635, atom 17 (C): -0.615, atom 18 (C): -0.650, atom 19 (H): 0.215, atom 20 (H): 0.186, atom 21 (H): 0.206, atom 22 (H): 0.211, atom 23 (H): 0.230, atom 24 (H): 0.207, atom 25 (H): 0.204, atom 26 (H): 0.212, atom 27 (H): 0.236, atom 28 (H): 0.229, atom 29 (H): 0.219, atom 30 (H): 0.210, atom 31 (H): 0.216, atom 32 (H): 0.204, atom 33 (H): 0.209, atom 34 (H): 0.225, atom 35 (H): 0.207, atom 36 (H): 0.206, atom 37 (H): 0.209, atom 38 (H): 0.236, atom 39 (H): 0.205, atom 40 (H): 0.213, atom 41 (H): 0.205, atom 42 (H): 0.208, atom 43 (H): 0.238, atom 44 (H): 0.204, atom 45 (H): 0.210, atom 46 (N): -0.323, atom 47 (C): -0.032, atom 48 (C): -0.340, atom 49 (C): -0.024, atom 50 (N): -0.352, atom 51 (H): 0.416, atom 52 (H): 0.228, atom 53 (H): 0.240, atom 54 (H): 0.226



Here is a structure of composition C29H18Cl3CrN4OSe in a non-equilibrium geometry from OMol25. Energies are from ωB97M-V/def2-TZVPD.

Net charge: 0
HOMO energy (spin up / spin down) (eV): -7.380 / -7.556
Frontier orbital gap (spin up / spin down) (eV): 6.75 / 6.66
2S+1: 4
<S²>: 3.807
LUMO energy (spin up / spin down) (eV): -0.6342 / -0.8933
Energy (a.u.): -6236.78169

Atoms and positions in Å:
Cr -0.085 0.088 0.072
C -3.031 1.703 2.678
C -2.403 1.180 1.550
N -1.111 0.892 1.512
C -0.349 1.096 2.615
C -0.918 1.567 3.822
C -2.293 1.888 3.820
C -0.102 1.665 4.961
C 1.216 1.294 4.881
C 1.787 0.835 3.696
C 1.044 0.755 2.518
N 1.397 0.346 1.265
C 2.577 -0.155 0.798
C 3.838 -0.163 1.388
C 4.934 -0.730 0.739
C 4.841 -1.267 -0.520
C 3.603 -1.257 -1.184
C 3.418 -1.751 -2.494
C 2.172 -1.713 -3.066
C 1.108 -1.201 -2.325
N 1.245 -0.743 -1.091
C 2.471 -0.733 -0.513
H -4.080 1.948 2.645
H -2.964 0.968 0.648
H -2.744 2.267 4.723
H -0.531 2.013 5.886
H 1.838 1.351 5.761
H 2.815 0.526 3.731
H 3.996 0.296 2.348
H 5.881 -0.743 1.258
H 5.704 -1.680 -1.018
H 4.268 -2.129 -3.038
H 2.007 -2.062 -4.073
H 0.116 -1.133 -2.751
Cl -2.822 -6.446 -0.567
C -2.513 -4.752 -0.620
C -1.625 -4.181 0.280
C -1.370 -2.830 0.181
Cl -0.267 -2.057 1.255
C -1.945 -1.978 -0.793
O -1.629 -0.737 -0.899
C -2.873 -2.619 -1.655
Cl -3.600 -1.649 -2.878
C -3.150 -3.967 -1.573
H -1.147 -4.774 1.043
H -3.849 -4.414 -2.259
Se 0.612 2.232 -0.902
C -0.614 2.827 -2.235
C -1.971 2.586 -2.076
C -2.844 3.079 -3.025
N -2.455 3.764 -4.088
C -1.160 3.976 -4.246
C -0.192 3.540 -3.355
H -2.316 2.012 -1.230
H -3.909 2.916 -2.929
H -0.880 4.523 -5.138
H 0.857 3.732 -3.527

Table of natural (NBO) atomic charges, one value per atom, all in e: atom 1 (Cr): 0.976, atom 2 (C): -0.259, atom 3 (C): 0.096, atom 4 (N): -0.478, atom 5 (C): 0.225, atom 6 (C): -0.090, atom 7 (C): -0.092, atom 8 (C): -0.237, atom 9 (C): -0.167, atom 10 (C): -0.265, atom 11 (C): 0.169, atom 12 (N): -0.612, atom 13 (C): 0.168, atom 14 (C): -0.258, atom 15 (C): -0.170, atom 16 (C): -0.232, atom 17 (C): -0.091, atom 18 (C): -0.094, atom 19 (C): -0.258, atom 20 (C): 0.098, atom 21 (N): -0.469, atom 22 (C): 0.229, atom 23 (H): 0.233, atom 24 (H): 0.220, atom 25 (H): 0.222, atom 26 (H): 0.216, atom 27 (H): 0.218, atom 28 (H): 0.215, atom 29 (H): 0.214, atom 30 (H): 0.218, atom 31 (H): 0.216, atom 32 (H): 0.221, atom 33 (H): 0.233, atom 34 (H): 0.224, atom 35 (Cl): 0.009, atom 36 (C): -0.062, atom 37 (C): -0.237, atom 38 (C): -0.147, atom 39 (Cl): 0.142, atom 40 (C): 0.374, atom 41 (O): -0.763, atom 42 (C): -0.114, atom 43 (Cl): 0.028, atom 44 (C): -0.229, atom 45 (H): 0.240, atom 46 (H): 0.242, atom 47 (Se): -0.057, atom 48 (C): -0.140, atom 49 (C): -0.284, atom 50 (C): 0.043, atom 51 (N): -0.438, atom 52 (C): 0.042, atom 53 (C): -0.290, atom 54 (H): 0.206, atom 55 (H): 0.187, atom 56 (H): 0.188, atom 57 (H): 0.223



> Look up the net charge of the first one.

0



> The lowest 2S+1 belongs to which entry?

C15H31AgN2O3SSi



> The highest 2S+1 belongs to which entry?

C29H18Cl3CrN4OSe